A:
{"formula": "C3H3ClOS", "method": "the ωB97M-V functional and the def2-TZVPD basis", "orbital_gap_ev": 9.203, "homo_ev": -9.40, "smiles": "O=CS/C=C/Cl", "symbols": ["Cl", "S", "O", "C", "C", "C", "H", "H", "H"], "coordinates": [[3.333, -0.058, -0.141], [-0.926, 1.005, -0.151], [-3.247, -0.228, -0.236], [0.619, -0.020, -0.217], [1.746, 0.502, 0.099], [-2.013, -0.513, 0.174], [0.393, -1.013, -0.712], [-1.543, -1.394, 0.600], [1.638, 1.718, 0.583]]}

B:
{"formula": "C3H3ClOS", "method": "the ωB97M-V functional and the def2-TZVPD basis", "orbital_gap_ev": 7.785, "homo_ev": -9.75, "smiles": "O=CC(=S)CCl", "symbols": ["Cl", "S", "O", "C", "C", "C", "H", "H", "H"], "coordinates": [[1.405, -1.018, 1.600], [-0.270, 2.084, -0.883], [-0.088, -1.623, -1.125], [-0.048, 0.041, 1.190], [-0.019, 0.577, -0.225], [-0.026, -0.396, -1.333], [0.009, 1.065, 1.864], [-1.066, -0.432, 1.380], [0.104, -0.298, -2.466]]}

Stability, lowest: A

A:
{"formula": "C3H3ClOS", "method": "the ωB97M-V functional and the def2-TZVPD basis", "orbital_gap_ev": 8.341, "homo_ev": -9.00, "smiles": "C=C(Cl)C(O)=S", "symbols": ["Cl", "S", "O", "C", "C", "C", "H", "H", "H"], "coordinates": [[0.397, -2.137, 0.676], [-0.162, 2.003, -1.052], [1.331, 1.007, 0.648], [-0.448, -0.577, 0.256], [-1.771, -0.642, -0.256], [0.241, 0.785, -0.038], [-2.086, 0.220, -0.651], [1.643, 0.074, 1.005], [-2.508, -1.457, 0.026]]}

B:
{"formula": "C3H3ClOS", "method": "the ωB97M-V functional and the def2-TZVPD basis", "orbital_gap_ev": [7.796, 7.898], "homo_ev": [-8.39, -8.44], "symbols": ["Cl", "S", "O", "C", "C", "C", "H", "H", "H"], "coordinates": [[0.133, -2.162, 1.287], [-1.124, 1.248, 0.745], [-2.520, 0.839, 0.913], [1.151, 0.066, -0.330], [-0.414, 0.149, -0.595], [0.138, -0.682, 0.486], [1.728, -0.411, -0.968], [-0.800, -0.098, -1.510], [1.709, 1.052, -0.027]]}

Stability, lowest: B

A:
{"formula": "C4H16N8O4", "method": "the ωB97M-V functional and the def2-TZVPD basis", "orbital_gap_ev": 9.936, "homo_ev": -9.73, "smiles": "NC(N)=O.NC(N)=O.NC(N)=O.NC(N)=O", "symbols": ["O", "O", "O", "O", "N", "N", "N", "N", "N", "N", "N", "N", "C", "C", "C", "C", "H", "H", "H", "H", "H", "H", "H", "H", "H", "H", "H", "H", "H", "H", "H", "H"], "coordinates": [[-18.377, -12.387, -33.011], [-21.436, -3.688, -35.013], [-24.894, -8.156, -30.298], [-25.236, -18.340, -30.463], [-23.259, -4.580, -34.201], [-25.107, -17.045, -32.154], [-17.012, -13.360, -34.547], [-23.305, -18.028, -31.687], [-17.319, -14.400, -32.709], [-26.629, -9.552, -30.050], [-24.859, -10.249, -31.050], [-21.543, -4.354, -32.830], [-17.600, -13.260, -33.350], [-21.976, -4.177, -34.069], [-25.455, -9.213, -30.548], [-24.580, -17.868, -31.360], [-26.095, -16.875, -32.032], [-23.679, -4.706, -35.111], [-23.752, -5.041, -33.450], [-27.071, -10.397, -30.382], [-20.554, -4.170, -32.740], [-17.317, -12.636, -35.182], [-16.274, -14.027, -34.723], [-22.775, -17.595, -32.430], [-22.835, -18.786, -31.213], [-22.166, -4.790, -32.165], [-25.303, -11.155, -31.099], [-24.759, -16.457, -32.897], [-16.762, -15.094, -33.185], [-17.744, -14.562, -31.806], [-23.986, -10.060, -31.521], [-27.131, -8.808, -29.585]]}

B:
{"formula": "C4H16N8O4", "method": "the ωB97M-V functional and the def2-TZVPD basis", "orbital_gap_ev": 8.044, "homo_ev": -8.04, "symbols": ["O", "O", "O", "O", "N", "N", "N", "N", "N", "N", "N", "N", "C", "C", "C", "C", "H", "H", "H", "H", "H", "H", "H", "H", "H", "H", "H", "H", "H", "H", "H", "H"], "coordinates": [[-8.070, -6.081, -4.761], [-9.952, -8.260, -4.166], [-5.131, -4.824, -1.693], [-4.407, -5.087, 1.089], [-10.874, -7.559, -2.276], [-7.831, -8.295, -5.066], [-5.230, -5.536, -3.757], [-9.503, -6.301, -3.240], [-6.193, -6.949, -5.497], [-5.859, -6.009, -0.206], [-5.062, -7.101, 1.383], [-6.995, -5.726, -2.586], [-10.101, -7.392, -3.338], [-7.394, -7.065, -5.055], [-5.742, -5.253, -2.611], [-5.023, -6.046, 0.745], [-7.338, -9.067, -5.492], [-5.805, -6.020, -4.431], [-9.478, -5.699, -2.429], [-7.327, -5.911, -1.650], [-5.863, -5.293, -0.919], [-5.606, -7.872, 1.023], [-11.539, -8.318, -2.253], [-7.341, -6.029, -3.485], [-4.506, -7.248, 2.214], [-5.804, -7.818, -5.834], [-8.792, -8.368, -4.764], [-4.248, -5.580, -3.989], [-6.122, -6.888, -0.628], [-8.715, -6.131, -3.849], [-6.118, -5.992, -5.810], [-10.834, -6.783, -1.631]]}

Stability, lowest: B